[1]
ORCA calculation (ωB97M-V with the def2-TZVPD basis set) on 2 unconnected molecules or ions with the total composition C5H10Si at a distorted geometry.

Geometry (Å):
C -1.49721 -3.01629 2.09508
C 0.32451 1.79880 1.15906
C -0.71765 -2.38511 1.35239
C 1.39214 0.97360 0.30254
C 1.27282 0.34828 -0.89370
Si -0.25370 -0.03938 -1.97148
H -2.11732 -3.62667 2.62652
H 1.01080 2.58438 1.65417
H -0.49842 2.12551 0.50951
H -0.04670 1.16374 1.89777
H -0.44733 -1.66070 0.69122
H 2.26118 0.82809 1.00561
H 2.21636 -0.05433 -1.28487
H -0.70383 0.97531 -2.88369
H -1.54702 -0.70922 -1.35887
H 0.23624 -1.21657 -2.62430

Forces on the atoms, in the same order (eV/Å):
4.253 3.281 -3.952
2.982 0.348 -2.372
-4.361 -3.482 4.173
-1.087 -0.203 1.523
-0.071 1.002 1.056
-0.441 -0.916 1.434
-1.095 -1.225 1.236
-1.767 -0.725 -0.840
0.343 0.472 0.435
-0.662 -1.006 1.415
1.226 1.434 -1.431
-0.263 0.202 -1.496
-0.466 -0.277 0.148
-0.119 0.630 -0.462
1.155 1.041 0.024
0.375 -0.576 -0.892

Values from the calculation:
ΔE to the lowest compared entry with this formula, charge and spin in kcal/mol: 86.93
HOMO in Eh: -0.3599
SMILES: C/C=C\[SiH3].C#C
Kohn-Sham gap in eV: 10.727

***

[2]
ORCA calculation (ωB97M-V with the def2-TZVPD basis set) on a single C5H11BO2 molecule at a distorted geometry.

Geometry (Å):
B -0.25694 0.18733 0.04168
C -1.77032 1.27233 1.76954
C -0.44966 -2.23312 -0.92221
C 2.08641 1.43786 0.04163
C -1.06371 -1.13125 -0.07142
C 1.08214 0.54625 -0.67884
O -2.44694 0.29853 2.04707
O -0.83946 1.39108 0.87612
H -1.76810 2.30893 2.16175
H -1.13532 -2.92076 -1.39602
H -0.06150 -1.76278 -1.90407
H 0.42493 -2.71629 -0.43639
H 2.68559 1.01342 0.86533
H 2.87889 1.63278 -0.70614
H 1.43052 2.29313 0.32117
H -2.04699 -0.74371 -0.29207
H -1.28351 -1.34333 1.04283
H 0.81470 0.76309 -1.78125
H 1.71926 -0.29350 -0.97871

Forces on the atoms, in the same order (eV/Å):
-0.544 1.503 0.866
-1.319 -0.063 0.868
0.975 1.206 -1.980
-0.450 1.273 -1.145
0.249 0.570 2.307
0.564 -1.578 -1.072
0.801 1.484 -0.081
2.787 -2.964 -3.123
-1.099 -0.444 0.968
-0.396 -0.642 0.778
-0.092 -0.399 1.529
-0.791 0.123 -0.321
-1.068 -0.159 0.007
-0.458 0.821 0.381
1.551 0.101 0.238
-0.715 -0.372 -0.750
0.509 -0.375 -1.496
0.162 0.879 1.562
-0.666 -0.962 0.464

Values from the calculation:
ΔE to the lowest compared entry with this formula, charge and spin in kcal/mol: 41.76
HOMO in Eh: -0.3784
SMILES: CCB(CC)OC=O
Kohn-Sham gap in eV: 10.850

***

[3]
ORCA calculation (ωB97M-V with the def2-TZVPD basis set) on a single C5H11BO2 molecule at a distorted geometry.

Geometry (Å):
C 2.55913 0.85400 0.05598
B 1.43831 -0.20750 0.61729
O 1.91267 -1.16342 1.67960
C -0.12664 -0.34274 0.14569
C -1.20588 0.84878 0.45299
C -2.52793 0.08432 -0.22896
O -2.00087 -0.82297 -1.30025
C -0.50896 -0.69755 -1.40738
H 2.48823 1.10394 -1.08481
H 2.60038 1.82421 0.74264
H 3.62172 0.32977 0.20599
H 1.32203 -1.97074 1.62227
H -0.57609 -1.26908 0.75064
H -1.11532 1.89099 -0.07016
H -1.23587 0.95468 1.63848
H -3.40351 0.75395 -0.62752
H -2.86529 -0.61715 0.67593
H -0.44022 0.15822 -2.23286
H 0.06411 -1.71171 -1.63555

Forces on the atoms, in the same order (eV/Å):
1.395 -0.290 0.525
0.808 -0.860 1.215
-1.973 0.839 -3.076
-1.068 -0.009 -0.595
-0.606 -0.801 -0.078
1.002 -0.897 1.855
0.759 0.858 0.953
-0.630 0.478 1.096
-0.142 -0.193 2.270
-0.199 -1.864 -1.677
-2.215 1.178 -0.282
0.838 1.480 0.451
0.818 1.784 -1.294
0.558 -2.037 1.030
-0.463 0.008 -2.674
1.910 -1.310 0.702
0.092 1.430 -2.180
0.910 -1.861 1.901
-1.794 2.067 -0.142

Values from the calculation:
ΔE to the lowest compared entry with this formula, charge and spin in kcal/mol: 82.44
HOMO in Eh: -0.3531
SMILES: CB(O)[C@H]1CCOC1
Kohn-Sham gap in eV: 10.098

***

[4]
ORCA calculation (ωB97M-V with the def2-TZVPD basis set) on a gas-phase ion, C5H11Br3P (charge +1) at a distorted geometry.

Geometry (Å):
C -0.57369 1.19203 -0.90582
C -0.80460 -1.31899 -0.86685
C -1.77488 0.06388 0.99784
C 0.83424 -0.09559 0.96971
C -0.70097 -0.05286 -0.05898
P 2.41235 0.09927 0.14595
Br 2.88507 2.21868 -0.11945
Br 4.02419 -0.78428 1.37627
Br 2.61797 -0.86045 -1.81142
H -0.41032 2.07605 -0.29670
H -1.49762 1.34470 -1.45979
H 0.22630 1.10569 -1.63861
H -0.63098 -2.20840 -0.27035
H -1.82018 -1.38632 -1.25369
H -0.13954 -1.31861 -1.72427
H -1.83219 -0.82146 1.61950
H -1.62868 0.92760 1.63555
H -2.73702 0.17844 0.50869
H 0.73450 0.70753 1.69343
H 0.81606 -1.06693 1.45899

Forces on the atoms, in the same order (eV/Å):
-0.211 -0.032 -0.066
-0.049 0.002 -0.057
0.094 -0.040 -0.033
-1.967 -0.363 -1.865
2.451 0.387 1.403
0.760 0.020 0.070
-0.236 -0.893 0.108
-0.827 0.479 -0.575
-0.132 0.402 0.845
0.020 0.134 0.070
-0.131 0.016 -0.092
0.068 0.017 -0.077
0.029 -0.149 0.108
-0.126 -0.002 -0.051
0.054 -0.049 -0.022
0.022 -0.214 0.135
0.031 0.199 0.107
-0.195 0.017 -0.143
0.160 0.150 0.076
0.186 -0.080 0.060

Values from the calculation:
ΔE to the lowest compared entry with this formula, charge and spin in kcal/mol: 0.00
Charge: +1
HOMO in Eh: -0.5359
Kohn-Sham gap in eV: 9.393